Entry from OMol25: one molecule with the formula C4H5NO2 (ωB97M-V with the def2-TZVPD basis set).

Each line ends with the Löwdin charge.
Positions of all 12 atoms, in Å:
O (1.7395, 1.7144, 1.0106)  0.079
C (1.8233, 0.5849, 0.5991)  -0.152
C (0.6348, -0.0269, -0.0692)  -0.434
C (-0.7901, 0.6710, -0.2774)  -0.040
C (-1.3282, -0.7619, -0.1996)  -0.130
N (-0.0043, -1.2474, 0.3500)  0.059
O (0.9232, -1.1707, -0.8171)  0.021
H (2.7509, -0.0306, 0.6546)  0.141
H (-0.8725, 1.2157, -1.2087)  0.098
H (-1.2100, 1.2917, 0.5501)  0.127
H (-2.0829, -1.0006, 0.5579)  0.115
H (-1.5837, -1.2396, -1.1504)  0.118

The HOMO energy comes out at -10.28 eV. The largest force on an atom comes out at 0.0303 Eh/bohr. The total energy is -9810.025 eV. The value obtained for the energy above the lowest of the compared OMol25 structures with the same formula, charge and spin is 4.290 eV.